No. 1
44
Properties=species:S:1:pos:R:3:lowdin_charge:R:1 method="wB97M-V/def2-TZVPD" orbital_gap_ev=7.027 charge=+2
Sn -1.0111 0.0006 0.3211 1.41
N -0.5435 1.4126 -1.1246 -0.06
N -0.7144 -1.4152 -1.1510 -0.07
C -0.2007 -1.5946 -3.4137 0.05
C -1.2966 0.9068 3.6853 -0.21
C -0.3391 -2.9737 -3.2983 0.05
C -0.6682 -3.5519 -2.0583 0.01
C -1.1820 -0.5207 3.6314 -0.26
C -0.4851 2.7637 -0.9391 -0.06
C 0.1315 1.5599 -3.3484 0.05
C 3.3417 1.0307 1.4062 -0.06
C -0.1091 3.5358 -1.9765 0.00
C 0.2052 2.9518 -3.2021 0.05
C -0.2385 0.7373 -2.2907 -0.15
C -0.8486 -2.7487 -0.9927 -0.07
C -0.3665 -0.7468 -2.3197 -0.13
C 1.1486 -0.0575 1.1552 -0.25
C 1.8211 -1.2922 1.2698 -0.13
C 3.9943 -0.2045 1.4474 -0.06
C 1.9408 1.0886 1.2788 -0.14
C 3.2241 -1.3686 1.3903 -0.06
C -3.3053 0.0938 0.4435 -0.13
H -1.1433 1.7482 2.9120 0.08
H 1.4858 2.0961 1.2490 0.10
H -3.5035 0.7100 -0.4466 0.01
H -3.8043 0.5454 1.3287 0.03
H 5.0965 -0.2620 1.5243 0.13
H -0.0663 4.6048 -1.8400 0.14
H -3.6831 -0.9329 0.2886 0.02
H -0.7703 3.1392 0.0316 0.14
H 0.0237 -1.1087 -4.3378 0.12
H 3.9480 1.9669 1.4726 0.13
H -0.2082 -0.5464 4.1246 0.07
H -1.1097 -3.1129 0.0020 0.15
H -0.9326 -1.3426 2.9063 0.06
H 1.2693 -2.2346 1.2355 0.09
H -2.2962 1.0637 4.1379 0.09
H -2.0666 -0.8247 4.2043 0.10
H 0.3435 1.0617 -4.2748 0.12
H -0.3203 0.8283 4.2653 0.10
H 3.7275 -2.3607 1.4367 0.13
H 0.4938 3.5765 -4.0368 0.14
H -0.7829 -4.6014 -1.9427 0.13
H -0.1994 -3.6211 -4.1544 0.14


No. 2
12
Properties=species:S:1:pos:R:3:lowdin_charge:R:1 method="wB97M-V/def2-TZVPD" orbital_gap_ev=10.696 smiles="C=C1N[C@H]1C#N.[H][H]"
N -1.6956 -2.4831 1.3296 0.15
N 0.1945 -0.6544 -1.1148 0.11
C -1.3648 -1.5970 0.6630 -0.17
C 0.4478 -0.0134 0.0897 -0.39
C -0.9184 -0.4753 -0.1443 -0.24
C 1.3392 0.5505 0.8784 0.06
H 0.0740 2.2734 -0.9145 0.03
H -0.3415 2.2241 -1.5286 0.05
H 1.0309 0.9749 1.8273 0.07
H -1.7000 0.1980 -0.4901 0.13
H 0.5498 -1.6044 -1.1891 0.13
H 2.3843 0.6066 0.5933 0.07


No. 3
26
Properties=species:S:1:pos:R:3:mulliken_spin:R:1 method="wB97M-V/def2-TZVPD" spin_multiplicity=2 orbital_gap_ev="2.552 / 3.365" s2=0.75 charge=+4
Ga -1.9011 4.2076 1.2572 0.00
O -1.4914 2.7130 1.5142 0.00
O -0.2009 1.1470 0.8712 0.00
O -2.1291 4.1186 -0.6039 0.00
O 1.6799 -3.3360 1.0660 0.17
O 2.4664 -4.8486 2.4536 0.11
C -2.0317 1.7385 -0.7583 0.00
C -2.9707 2.8700 -1.0274 0.00
C 2.1736 -1.4437 -0.3968 0.01
C -1.1022 2.0330 0.5549 0.00
C 0.5221 0.3579 -0.0188 0.00
C 1.5416 -2.8143 -0.3291 0.03
C 1.4986 -0.4063 0.4501 -0.01
C 2.1905 -4.4308 1.3068 0.72
H -3.1564 2.9629 -2.1015 0.00
H -1.9524 4.6444 -1.3923 0.00
H 2.8729 -5.7363 2.4771 -0.02
H -1.3346 1.6681 -1.6089 0.00
H 0.1147 0.2908 -1.0266 0.00
H 1.8131 -0.2896 1.4896 0.00
H 2.1379 -1.1584 -1.4581 0.00
H 2.0348 -3.5331 -0.9900 -0.02
H -2.5617 0.7885 -0.6377 0.00
H -3.9108 2.7864 -0.4710 0.00
H 3.2358 -1.5255 -0.1241 0.00
H 0.4608 -2.8040 -0.4963 0.00


No. 4
22
Properties=species:S:1:pos:R:3:lowdin_charge:R:1 method="wB97M-V/def2-TZVPD" orbital_gap_ev=8.403
N 0.2352 -0.1971 1.4532 0.04
N 0.7495 1.0202 3.2646 -0.11
N 0.6936 1.0034 1.9330 -0.03
C -0.1622 0.9870 -2.0006 -0.06
C -0.1145 -1.3367 -0.6268 -0.08
C -1.0059 -0.5263 -4.1185 -0.09
C -0.4469 -0.2736 -2.6730 -0.30
C 0.6949 -0.2152 4.3609 0.02
C -0.4673 -1.3876 -1.9672 -0.12
C -0.0671 1.0775 -0.6145 -0.06
C 0.0000 -0.1998 0.0419 -0.36
H -0.1261 -0.7898 4.2030 0.02
H 1.3140 0.1814 5.2734 0.12
H -0.6111 2.0936 0.1899 0.21
H -0.3779 1.9807 -2.4255 0.10
H -0.2751 -0.1223 -5.2540 0.17
H -2.1939 0.0142 -4.2586 0.13
H -0.3151 -2.2862 0.0203 0.15
H 0.9244 1.9185 3.6755 0.09
H -1.4468 -1.4594 -4.0234 -0.02
H -0.7087 -2.4412 -2.1596 0.13
H 1.4820 -0.6274 3.7913 0.03


No. 5
33
Properties=species:S:1:pos:R:3:lowdin_charge:R:1 method="wB97M-V/def2-TZVPD" orbital_gap_ev=9.903 smiles=O.O.O.O.O.O.O.O.O.O.O
O 4.7061 1.7920 -0.9682 -0.05
O -0.6072 0.8437 -1.0014 -0.11
O 3.8622 -1.4529 2.2324 -0.10
O 0.0306 -1.2991 1.6093 -0.11
O 1.0696 1.0660 -2.4943 -0.10
O -1.2897 4.0623 -1.1955 -0.08
O -0.7393 -3.7077 -2.2294 -0.06
O -4.8323 -0.4897 -0.1752 -0.09
O -2.0213 -2.9982 0.2910 -0.07
O 3.5860 0.1056 1.2715 -0.09
O -3.6080 2.5416 2.6768 -0.07
H 1.5043 0.5397 -1.8157 0.01
H 3.6388 0.9055 0.8419 -0.02
H -1.3806 -3.4956 -0.3178 0.04
H 4.0214 2.4953 -0.7916 0.08
H 0.3102 0.5816 -0.6600 0.04
H -1.4512 4.0919 -2.1836 0.07
H -3.6935 2.3452 3.6356 0.05
H -3.6786 3.4941 2.6475 0.02
H -2.6263 -2.8503 -0.4163 0.01
H -0.8568 1.2736 -0.1676 0.05
H -2.1676 3.8554 -0.8661 0.02
H 4.3894 1.1819 -1.5968 0.01
H 0.6161 0.3579 -3.0635 0.09
H 0.8759 -0.8850 1.3480 0.00
H -0.0294 -3.0537 -1.9323 0.09
H -0.3815 -1.7675 0.7774 0.05
H 3.1080 -1.4205 1.6085 0.06
H 4.1415 0.2813 2.0349 0.09
H -5.3287 -1.2838 -0.5669 0.07
H 3.6757 -1.9353 2.9957 0.02
H -4.7215 -0.7428 0.7448 0.02
H -0.1223 -4.4323 -2.2732 0.04


No. 6
84
Properties=species:S:1:pos:R:3:mulliken_spin:R:1 method="wB97M-V/def2-TZVPD" spin_multiplicity=5 orbital_gap_ev="7.878 / 7.942" s2=6.01 charge=+1
Pm 1.1052 -0.3691 0.6817 4.05
Si -1.3442 3.6407 -0.4533 0.00
Si 1.5728 -2.9303 2.1187 0.00
F -2.3438 0.6105 5.3878 0.00
F 1.6776 3.0563 5.2500 0.00
O 0.9244 -1.3922 -1.3569 -0.01
O -2.5397 -0.9828 -3.1948 0.00
N 2.5244 1.4939 1.3283 -0.01
C 3.5962 1.8548 0.5698 0.00
C 0.8993 2.0604 4.6878 0.00
C 2.9533 -1.3508 -2.8455 0.00
C -1.7238 1.9627 -1.2578 0.00
C -0.8794 4.5307 -2.0402 0.00
C 0.3253 -2.7613 -1.5715 0.00
C 4.6765 2.5663 1.1053 0.00
C -1.1928 0.9690 4.7267 0.00
C 2.4667 1.8659 2.6545 0.01
C -3.1045 3.8546 0.1953 0.00
C -0.2357 1.7239 5.3909 0.00
C 1.2049 1.5577 3.3911 -0.02
C -3.8857 -0.6190 -5.1797 0.00
C 3.5514 2.5302 3.2333 0.00
C -3.9131 -2.7612 -2.2850 0.00
C -3.5133 -1.3061 -2.1704 0.00
C -0.2647 -2.4195 1.8926 0.01
C 1.9299 -2.5901 3.9248 0.00
C -0.0301 3.7986 0.8882 0.00
C 2.7895 -1.9526 1.1085 -0.01
C -1.0380 0.5553 3.3995 0.00
C -3.0057 0.0165 -4.1175 0.00
C -0.0367 -3.0816 -2.9997 0.00
C 1.5768 -0.7834 -2.5552 0.00
C 1.6457 -4.7418 1.6747 0.00
C 0.1838 0.7898 2.8121 0.00
C 4.6492 2.8946 2.4670 0.00
H -2.1202 0.5035 -4.5440 0.00
H -4.0234 0.0549 -6.0192 0.00
H -3.1644 3.8483 1.2886 0.00
H -3.7247 3.0203 -0.1520 0.00
H -2.6462 2.0811 -1.8236 0.00
H -0.2380 3.1608 1.7599 0.00
H -0.5689 -2.7305 -0.9482 0.00
H -1.4354 4.0603 -2.8622 0.00
H -0.4877 -4.0766 -3.0322 0.00
H 2.6836 -5.0014 1.4268 0.00
H -0.6474 -1.7954 2.7083 0.00
H 1.0131 -3.4905 -1.1352 0.00
H 3.2251 -2.4591 0.2223 0.00
H -0.9604 1.5713 -1.9529 0.00
H 5.4646 3.4331 2.9402 0.00
H -1.8431 0.0288 2.8820 0.00
H 1.4333 -1.6776 4.2873 0.00
H 0.9647 3.5563 0.5038 0.00
H 0.8795 -0.9302 -3.3769 0.00
H -0.7664 -3.3964 1.9860 0.00
H 1.6196 0.2868 -2.3192 0.00
H -4.8686 -0.8328 -4.7369 0.00
H -4.6033 -3.0245 -1.4879 0.00
H -0.3914 2.0771 6.4048 0.00
H -3.4377 -1.5665 -5.5278 0.00
H -3.5845 4.7658 -0.1799 0.00
H -4.4522 -0.6983 -2.2821 0.00
H 3.3580 -0.8822 -3.7538 0.00
H 3.4922 2.7718 4.2845 0.00
H -0.7793 -2.3786 -3.3846 0.00
H 3.6534 -1.1572 -2.0280 0.00
H -0.6642 -2.0283 0.9248 -0.01
H -3.6223 0.7629 -3.5883 0.00
H 1.3160 -5.3478 2.5304 0.00
H 0.8428 -3.1165 -3.6616 0.00
H 3.5971 -1.4584 1.6832 0.00
H 2.9035 -2.4258 -3.0440 0.00
H 3.0165 -2.4772 4.0485 0.00
H 0.0197 4.8379 1.2625 0.00
H -1.9092 1.2001 -0.4870 0.00
H 1.5845 -3.4445 4.5225 0.00
H -3.0226 -3.4072 -2.2277 0.00
H -3.0302 -1.0633 -1.2064 0.00
H 5.5113 2.8433 0.4726 0.00
H 3.5443 1.5596 -0.4872 0.00
H 0.1907 4.4264 -2.2639 0.00
H 0.9999 -4.9605 0.8104 0.00
H -4.3992 -2.9141 -3.2556 0.00
H -1.1244 5.6006 -2.0419 0.00


No. 7
21
Properties=species:S:1:pos:R:3:lowdin_charge:R:1 method="wB97M-V/def2-TZVPD" orbital_gap_ev="5.021 / 5.045" charge=+1
Au 1.1035 -0.2638 -1.2080 0.40
Br 0.1263 -2.5524 0.7141 0.80
S -3.1528 0.5240 -3.5521 1.04
S -1.3160 -0.9559 -5.3671 1.06
S -1.1112 0.9316 -1.4936 0.70
S 0.9600 -0.8193 -3.5034 0.69
O -3.8289 -0.3561 -5.9474 0.05
O 0.7459 0.2553 5.0169 0.13
N 1.2296 -0.0384 0.9454 -0.15
C 0.9302 0.2013 3.7140 -0.30
C -2.9633 -0.2810 -5.1496 -0.93
C 0.6738 -1.0151 1.6721 -0.73
C 1.6491 1.0519 1.5937 -0.11
C 0.5064 -0.9507 3.0327 -0.01
C 1.5235 1.2186 2.9521 0.03
C -0.6730 -0.4471 -3.8362 -1.08
C -1.5309 0.2576 -3.0019 -1.11
H 1.0683 1.0719 5.4266 0.14
H 0.0633 -1.7615 3.5854 0.13
H 1.8815 2.1206 3.4229 0.13
H 2.1148 1.8083 0.9832 0.12